Entry 1:
Formula: C7H24GaN4O5
Source: the Open Molecules 2025 dataset
Level of theory: wB97M-V/def2-TZVPD

Structure (XYZ):
```
41
Properties=species:S:1:pos:R:3:forces:R:3:mulliken_charge:R:1
Ga 0.449453 -0.034539 -0.084483 -1.761 -1.294 -1.595 0.311
O 1.324956 -2.042409 0.219306 0.118 -0.745 0.080 -0.592
O -2.454608 -0.001423 -0.011540 -0.908 -0.149 -0.713 -0.627
O 2.098907 -1.026421 -2.290054 0.788 0.542 0.348 -0.723
O 3.113137 1.183954 -1.489441 -0.111 0.988 0.049 -0.519
O -1.003041 2.480620 0.256465 -0.277 0.468 0.379 -0.499
N -0.493243 -0.096286 1.814308 0.255 -0.092 0.591 -0.359
N -1.310725 -0.323103 -0.804501 0.917 0.531 2.919 0.660
N 2.006990 0.608634 1.061206 0.332 0.346 0.230 -0.432
N 0.814477 -0.516226 -1.944932 1.656 0.866 2.153 -0.198
C -0.222409 -0.832007 -2.748902 -2.922 -0.218 0.953 0.207
C 0.403209 0.401761 2.904385 -1.192 -0.016 0.048 -0.594
C -1.453007 -0.711001 -2.085181 2.017 -0.386 -2.746 0.880
C 0.002112 -1.240216 -4.148026 -0.176 -0.167 -0.892 -1.802
C 1.840089 0.190051 2.509831 0.720 0.090 -0.971 -0.684
C 2.028835 2.172543 -1.618811 0.519 0.309 -0.552 -0.561
C -2.752845 -1.021756 -2.704502 -0.251 -0.172 -0.656 -1.919
H 2.528973 0.779222 3.120210 -0.190 -0.124 0.052 0.439
H -1.380827 0.410164 1.728251 0.506 0.000 0.030 0.340
H 1.945715 2.755524 -0.687779 0.019 -0.166 -0.330 0.211
H 1.088588 1.651873 -1.872989 0.674 0.341 0.211 0.179
H -1.087807 3.412733 0.531070 -0.041 -0.569 -0.218 0.284
H 1.056434 -1.484611 -4.301213 -0.233 -0.003 -0.017 0.362
H -0.782747 -1.062786 1.981082 0.187 0.236 0.000 0.341
H 2.135256 -0.859173 2.575311 -0.100 0.095 -0.080 0.310
H 2.092802 1.628110 0.986003 -0.124 -0.350 0.199 0.326
H -0.599681 -2.122423 -4.414662 0.214 0.283 0.028 0.414
H 1.763342 -2.163443 -0.661022 -0.198 0.310 0.260 0.438
H 2.878565 0.264474 0.648566 -0.210 -0.059 0.184 0.327
H -3.036482 -2.073374 -2.560206 -0.137 0.165 0.062 0.255
H -3.224295 -0.374033 -0.490253 0.444 0.218 0.428 0.329
H 0.645075 -2.740739 0.255173 0.301 0.344 -0.048 0.337
H 2.681602 -0.220884 -2.081713 -0.863 -1.395 -0.574 0.596
H -3.570807 -0.379659 -2.367710 -0.072 0.016 -0.112 0.585
H 2.271008 2.855590 -2.437068 -0.055 0.012 0.180 0.418
H 3.892468 1.474849 -1.992174 -0.414 0.057 0.278 0.330
H -0.260427 -0.428814 -4.845107 0.083 -0.236 0.036 0.284
H -2.639407 -0.864107 -3.782221 -0.301 -0.060 0.167 0.397
H 0.194688 1.469364 3.066166 0.028 -0.327 -0.132 0.274
H -1.914856 2.145009 0.143970 0.517 0.041 -0.126 0.286
H 0.167434 -0.133942 3.832185 0.241 0.270 -0.098 0.390
```
Forces are in eV/Å.

Results
Charge: +1
HOMO-LUMO gap, eV: 5.34
E_LUMO, eV: -2.756
Relative energy (zero: lowest compared OMol25 entry of this formula, charge and spin), kcal/mol: 0.0

---

Entry 2:
Formula: C11H13NS
Source: the Open Molecules 2025 dataset
Level of theory: wB97M-V/def2-TZVPD

Structure (XYZ):
```
26
Properties=species:S:1:pos:R:3:forces:R:3:mulliken_charge:R:1
S 0.439341 1.893993 -0.711754 -1.592 -0.409 -0.278 0.059
N -0.489459 1.110500 -1.737943 0.431 0.042 0.064 -0.649
C 2.465584 -1.465354 -0.769627 1.599 2.205 0.878 -0.736
C 1.807997 0.772969 -0.485875 0.223 2.459 0.425 0.571
C 1.654659 -0.433364 -1.091838 -3.131 0.607 -0.961 -0.248
C 3.404369 -1.136106 0.227708 0.220 -2.069 -0.106 -0.369
C -0.338689 1.311762 0.896999 1.320 1.316 -0.403 -0.445
C 2.864310 1.179622 0.348639 -0.671 -1.893 -0.548 -0.623
C -3.865360 0.498198 0.451670 2.377 1.407 -1.596 -1.452
C -2.479361 -0.095683 0.468612 1.425 3.033 1.023 0.796
C -1.439414 0.693922 0.731204 -1.973 -2.064 0.158 0.048
C 3.639088 0.129998 0.748098 0.350 -2.224 0.387 -0.269
C -2.247931 -1.482331 0.104642 -0.190 -2.589 -0.602 -1.336
H -1.034822 1.678231 -2.365516 0.242 0.659 0.056 0.157
H -4.452884 -0.247701 0.022752 -1.584 -0.482 -1.358 0.466
H -2.136999 -1.578821 -1.024129 -0.169 -0.059 1.363 0.232
H -3.806401 1.541291 0.027004 -0.473 -1.369 -0.427 0.290
H -1.394958 -1.956037 0.614875 0.181 0.597 -0.491 0.344
H 2.455324 -2.198647 -1.505159 0.212 -2.407 -0.106 0.448
H 3.916759 -1.961224 0.713670 0.460 0.048 -0.341 0.324
H 0.203733 1.518866 1.804950 0.010 -0.012 0.182 0.418
H 4.381865 0.090257 1.545829 -0.092 0.876 -0.254 0.329
H -3.067361 -2.144838 0.474081 0.109 0.551 -0.641 0.447
H -4.244525 0.699688 1.377727 -0.821 0.077 2.905 0.367
H 3.104394 2.076565 0.830346 -0.536 1.764 0.062 0.435
H 0.660751 -0.495766 -1.696963 2.074 -0.064 0.610 0.398
```
Forces are in eV/Å.

Results
Charge: 0
HOMO-LUMO gap, eV: 9.16
E_LUMO, eV: 0.775
Relative energy (zero: lowest compared OMol25 entry of this formula, charge and spin), kcal/mol: 100.8